Below is C15H27CrF3N4O2S3 as an isolated structure, with properties calculated with ωB97M-V with the def2-TZVPD basis set.

Results
Frontier orbital gap (alpha / beta) (eV): 7.27 / 8.71
Energy (Ha): -3496.00151
E_HOMO (alpha / beta) (eV): -6.84 / -8.28
2S+1: 5
Lowest unoccupied orbital energy (alpha / beta) (hartree): 0.016 / 0.016

Structure (XYZ):
```
55
Properties=species:S:1:pos:R:3:forces:R:3
Cr 0.47419 -1.05404 -0.84332 0.126 0.599 0.317
C -3.41576 -2.27901 0.77639 0.018 0.113 -0.134
C -4.17852 -0.96519 0.60253 0.071 -0.090 -0.026
S -3.43058 0.21519 -0.56044 -0.102 -0.053 0.137
C -3.45549 1.72493 0.43835 0.046 0.012 0.062
C -2.66624 1.71594 1.75174 -0.027 0.002 -0.016
S -0.93679 1.20100 1.59424 -0.119 -0.054 -0.051
C -0.83582 -0.05810 2.89170 0.036 -0.008 -0.058
C -1.76164 -1.27055 2.79524 0.011 -0.015 -0.011
S -1.67285 -2.17920 1.22954 0.077 0.100 0.029
H -3.39191 -2.83559 -0.16168 -0.033 0.017 0.014
H -3.93658 -2.89478 1.51144 -0.076 -0.007 -0.017
H -4.28737 -0.45811 1.55998 -0.012 0.019 0.001
H -5.18410 -1.19213 0.24930 -0.040 -0.034 0.015
H -4.49392 1.98507 0.65205 0.006 0.067 0.015
H -3.06732 2.49901 -0.22755 0.014 -0.016 0.005
H -3.14476 1.06444 2.48250 -0.019 0.028 -0.017
H -2.67915 2.72255 2.16945 -0.115 0.046 0.009
H -0.98762 0.42646 3.85792 0.017 -0.011 0.037
H 0.20754 -0.37704 2.85749 -0.024 -0.028 0.017
H -2.79930 -0.98408 2.97169 0.043 0.010 0.014
H -1.48555 -1.95831 3.59620 -0.029 0.033 0.063
N 2.38045 -0.57064 -2.34689 -0.222 -0.158 -0.279
C 1.93031 -0.25818 -3.71644 0.011 -0.004 0.075
C 1.17439 1.06442 -3.77040 -0.020 0.031 0.103
C -0.24657 1.02308 -3.22026 0.132 -0.155 0.113
N -0.26213 0.75728 -1.76850 0.081 0.145 0.069
H 3.03961 0.13389 -2.03229 -0.071 -0.012 0.091
H 2.84974 -1.46787 -2.32761 0.112 -0.043 -0.073
H 1.27775 -1.06638 -4.04934 -0.004 -0.053 0.021
H 2.77188 -0.20982 -4.41167 0.064 -0.005 -0.069
H 1.11419 1.38000 -4.81363 0.011 0.017 -0.023
H 1.75253 1.83334 -3.24180 -0.030 -0.007 -0.028
H -0.80292 0.22606 -3.70775 -0.060 -0.027 -0.035
H -0.74816 1.96750 -3.44230 0.006 0.082 -0.005
H -1.20125 0.85927 -1.39159 0.005 -0.088 -0.065
H 0.32058 1.44547 -1.28660 0.004 0.029 -0.017
F -1.13237 -2.00430 -3.16548 0.007 0.112 -0.014
C -0.49159 -2.45344 -2.02167 -0.120 -0.970 -0.770
F -1.40505 -3.34241 -1.50201 -0.010 0.083 0.132
F 0.49614 -3.31033 -2.54384 -0.114 0.210 0.054
C 4.08663 2.43023 1.84280 -0.049 -0.151 0.038
N 3.35921 1.18042 1.64368 0.050 0.057 0.040
C 3.63329 0.06566 2.37924 0.088 0.181 0.068
C 3.02088 -1.11675 2.18166 -0.073 -0.115 -0.063
C 2.03560 -1.15975 1.13297 -0.021 0.222 -0.033
O 1.40245 -2.18067 0.75523 0.169 -0.003 0.007
N 1.72399 -0.01465 0.47326 0.343 0.040 0.316
C 2.39499 1.15085 0.62554 -0.118 -0.115 0.069
O 2.20322 2.14985 -0.05960 -0.013 -0.079 -0.055
H 4.62225 2.37472 2.78694 0.018 -0.004 0.021
H 3.38802 3.26011 1.86339 -0.062 0.024 0.011
H 4.79266 2.60321 1.03290 0.023 -0.012 -0.051
H 4.39016 0.19472 3.14258 0.003 0.005 -0.015
H 3.25868 -1.99338 2.76471 -0.007 0.034 -0.042
```
Forces are in eV/Å.